Record 1
Entry from the OMol25 dataset: an isolated molecule of C3H4O2 (ωB97M-V/def2-TZVPD).

```
9
Properties=species:S:1:pos:R:3
O -0.48311 -1.25862 1.56935
C 0.31890 -0.36784 1.37208
C 0.96828 -0.01570 0.07590
C -0.40477 0.29827 -1.07452
O 0.51719 1.19017 -0.45865
H 0.78919 0.20264 2.20767
H 0.04194 -0.76779 -0.88826
H -0.34343 0.38194 -2.16015
H -1.40420 0.33693 -0.64342
```

The multiplicity is 1. For the LUMO energy, the calculation gives 0.190 eV. The calculation puts the orbital gap at 8.999 eV. The calculation puts the relative energy (zero: lowest compared OMol25 entry of this formula, charge and spin) at 489.2 kJ/mol. Its net charge is 0.



Record 2
Entry from the OMol25 dataset: a cluster of 2 separate species, C3H4O2 in total in a non-equilibrium geometry (ωB97M-V/def2-TZVPD).

```
9
Properties=species:S:1:pos:R:3
C -1.29832 -0.25340 -0.06608
C 0.16875 -0.53454 -0.09527
C 1.08581 0.75554 0.18865
H -2.06870 -0.86346 0.59868
H 0.49506 -1.30586 0.54699
H 0.66512 -0.96250 -1.08806
H 0.25935 2.16935 1.04756
O -1.84914 0.76347 -0.62208
O 2.54208 0.23141 -0.51040
```

The multiplicity is 1. For the LUMO energy, the calculation gives -1.978 eV. The calculation puts the orbital gap at 8.188 eV. The calculation puts the relative energy (zero: lowest compared OMol25 entry of this formula, charge and spin) at 923.8 kJ/mol. Its net charge is 0.